The following is a quantum chemistry calculation of C47H38I2N2S2SbSe4Y as an isolated structure in a non-equilibrium geometry, from the OMol25 dataset.

Element x y z (Å)
Y: 1.18929 1.11625 -1.17576
Se: 0.76774 -1.71325 -4.88004
Se: 1.75144 0.08269 -3.84286
Se: 0.69281 2.06624 -4.67399
Se: 0.11308 3.21840 -2.71616
C: 0.10197 -2.13964 2.19281
C: 0.12568 -1.38378 3.35299
C: 0.23805 -0.00854 3.26262
C: 0.32012 0.60737 2.01155
N: 0.31457 -0.14273 0.88958
C: 0.21609 -1.47128 0.98895
C: 0.46712 2.08113 1.84634
C: 0.07947 2.93242 2.88842
C: 0.29971 4.29322 2.78808
C: 0.89818 4.80145 1.63789
C: 1.22984 3.95016 0.59161
C: 1.04305 2.55796 0.65528
H: 0.01426 -3.21725 2.20663
H: 0.08266 -1.86340 4.32424
H: 0.29698 0.59570 4.15662
H: 0.22762 -2.00860 0.04965
H: -0.42446 2.54136 3.76682
H: 0.00453 4.95414 3.59492
H: 1.09463 5.86513 1.55313
H: 1.67177 4.38550 -0.29771
I: 3.90679 2.31774 -1.70089
I: 5.11470 5.04035 -2.65159
S: -1.27402 -1.80301 -2.25201
C: -1.92427 -3.20926 -1.77452
N: -3.08962 -3.74665 -2.25510
C: -3.66438 -4.82189 -1.46684
C: -2.46749 -5.60800 -0.95485
S: -1.22007 -4.33377 -0.60820
H: -3.69338 -3.09877 -2.73855
H: -4.30749 -5.44210 -2.09192
H: -4.25154 -4.43186 -0.62924
H: -2.08219 -6.28605 -1.71505
H: -2.68889 -6.15917 -0.04311
C: 3.27102 0.28466 -0.94836
C: 4.06713 -0.43829 -0.26531
C: 4.85722 -1.16639 0.53225
C: 4.73197 -0.99741 1.99348
C: 5.32099 -1.87952 2.90892
C: 5.16785 -1.71301 4.28158
C: 4.41133 -0.66754 4.79332
C: 3.79578 0.20346 3.89623
C: 3.94946 0.04153 2.52973
C: 5.85264 -2.06442 -0.11461
C: 7.15174 -2.21540 0.38331
C: 8.09558 -2.98708 -0.28426
C: 7.77157 -3.62504 -1.47506
C: 6.48941 -3.46896 -1.99177
C: 5.54599 -2.70490 -1.32054
H: 5.88747 -2.72651 2.54088
H: 5.64765 -2.41240 4.95733
H: 4.29873 -0.53551 5.86301
H: 3.19318 1.02720 4.26488
H: 3.46455 0.73200 1.84825
H: 7.43780 -1.68712 1.28459
H: 9.09782 -3.07366 0.12162
H: 8.50930 -4.22125 -1.99898
H: 6.21956 -3.94020 -2.93026
H: 4.55351 -2.57925 -1.73917
C: -3.43290 5.29192 1.27423
C: -3.35891 4.09234 1.96632
C: -2.99127 2.92705 1.30195
C: -2.70128 2.93782 -0.06201
C: -2.76843 4.15363 -0.74636
C: -3.13400 5.32045 -0.08266
Sb: -2.03478 1.15100 -1.07178
C: -3.19609 1.48784 -2.83179
C: -4.41100 2.17182 -2.78841
C: -5.16595 2.34537 -3.94332
C: -4.71173 1.83331 -5.15442
C: -3.50349 1.14995 -5.20546
C: -2.75039 0.97136 -4.04862
C: -3.47840 -0.19537 -0.15143
C: -4.51850 -0.78708 -0.87803
C: -5.33838 -1.75179 -0.29904
C: -5.12746 -2.15758 1.01519
C: -4.08498 -1.60026 1.74376
C: -3.26678 -0.63539 1.16174
H: -3.71218 6.20273 1.79118
H: -3.57279 4.06203 3.02913
H: -2.93805 2.00177 1.86355
H: -2.52534 4.19222 -1.80085
H: -3.17330 6.25561 -0.62965
H: -4.77148 2.57808 -1.85076
H: -6.10876 2.87899 -3.89594
H: -5.29728 1.97370 -6.05603
H: -3.13095 0.75823 -6.14491
H: -1.81365 0.42956 -4.11507
H: -4.69133 -0.48711 -1.90633
H: -6.14487 -2.19130 -0.87760
H: -5.76884 -2.90666 1.46567
H: -3.89933 -1.92188 2.76247
H: -2.44071 -0.23559 1.74446

DFT total energy = -13199.53737 hartree
energy relative to the best compared isomer or geometry (same formula, charge and spin) = 32.5 kcal/mol
net charge = -2
LUMO energy = 3.2 eV
multiplicity = 1